(1)
Computed, not measured: 8 unconnected molecules or ions with the total composition C33H43Cl28FN5O6S at a distorted geometry, with ωB97M-V/def2-TZVPD.

Structure (XYZ):
```
117
Properties=species:S:1:pos:R:3
N -1.54 0.50 1.90
C -0.29 5.23 -4.77
H 0.09 5.55 -1.09
H 0.88 5.15 1.96
H -0.30 1.17 -5.12
C 0.85 -0.85 0.72
H 0.75 -3.10 -2.78
C 0.13 2.41 2.61
H 0.56 -1.47 -4.76
O 3.24 -0.93 1.59
H -2.36 -3.60 -2.34
H 1.32 1.25 -0.82
H -1.13 0.78 5.22
H -3.17 -2.82 -3.80
H -1.80 -1.04 -2.98
C -0.50 1.72 0.03
Cl 3.44 4.58 -4.80
H 1.34 4.81 3.72
H -0.53 -2.92 -1.43
C -0.56 -1.71 -4.85
C -0.29 1.24 1.56
Cl -1.87 6.04 -4.79
Cl 1.75 -4.88 -5.63
H -3.07 -2.25 -6.21
C -2.00 0.62 3.13
Cl -0.20 -5.97 -7.48
C 1.10 -3.42 1.63
Cl 2.56 2.26 -3.30
C -4.68 -6.94 6.52
H -2.02 0.95 -4.28
N 4.18 -5.25 0.49
Cl 4.94 2.10 -4.95
Cl -0.40 3.74 -3.80
H -1.73 -4.07 -4.07
C 0.14 -2.18 1.32
Cl -4.45 -6.42 8.20
C 0.01 -2.35 -2.27
H 0.25 2.01 3.70
C 2.45 -1.09 0.36
Cl 0.80 -3.28 -7.86
Cl 2.33 2.28 -6.20
O -1.89 1.47 -0.37
Cl -3.97 -5.73 5.42
H -0.73 0.80 -2.63
C -2.15 -3.21 -3.43
C 3.06 -4.78 -0.30
H -1.90 1.50 -6.05
C -0.26 3.26 -0.30
C -1.40 0.84 -5.24
H 0.54 -4.09 2.41
Cl -4.82 7.14 6.22
Cl -2.11 -5.01 0.73
C -3.38 6.11 6.41
Cl -4.35 -6.16 2.17
Cl -1.97 7.12 6.82
H 2.03 2.70 1.27
Cl -2.63 -4.21 3.47
C -1.13 -1.92 -3.35
H 2.11 -3.17 2.11
H 3.95 0.97 3.30
H -0.33 -1.86 2.34
Cl -3.06 5.25 4.88
H -2.13 2.10 -1.10
O 5.24 -0.33 0.40
H -0.76 -2.56 0.68
C 1.66 2.98 2.33
H 5.68 -4.54 -2.52
H -3.64 -0.81 -5.10
H -4.22 0.88 3.14
Cl 0.92 6.31 -4.04
Cl -1.64 -6.88 2.91
O 3.53 -4.46 -1.64
C 1.62 4.58 2.61
H 2.41 2.54 3.10
C -1.40 -0.68 -5.76
C -2.68 -5.57 2.32
N 0.33 0.93 -0.99
O 0.82 -1.24 -1.80
Cl 2.54 -5.56 -8.34
H -0.62 -2.75 -5.39
N 5.30 -5.19 -0.31
C 3.32 2.80 -4.81
H -0.47 -0.72 4.29
C 0.15 -0.53 -0.70
Cl 0.42 6.09 5.37
C -2.96 -1.12 -5.98
O 0.05 1.30 -2.28
C 4.42 -0.14 1.35
Cl 1.87 6.49 7.86
H 0.88 -0.11 2.71
Cl 0.70 8.76 6.48
Cl -3.66 4.93 7.71
C -3.32 1.57 3.37
H -2.18 -0.75 5.01
H -0.92 -0.71 -6.82
Cl -6.42 -7.11 6.18
H -0.93 -0.91 -0.71
F -0.85 3.48 2.72
Cl -3.87 -8.50 6.26
C 4.73 1.04 2.43
C -0.02 4.53 -0.56
H 5.76 0.86 2.94
H -3.25 2.45 2.62
Cl 3.01 7.41 5.36
C 1.50 7.19 6.27
H -3.31 1.93 4.47
H 2.81 -0.23 -0.35
C 1.22 -4.92 -7.33
C 4.94 -4.71 -1.65
Cl 0.20 4.83 -6.43
N 0.84 0.23 1.73
H 4.70 2.09 1.91
S 1.27 -4.55 0.12
H 2.66 5.07 2.44
C -1.41 -0.07 4.47
H -3.34 -0.56 -6.93
H 2.64 -2.07 -0.20
```

The total energy comes out at -418809.058 eV. The largest force on an atom is 0.1321 hartree/bohr. Its total charge is +1.

***

(2)
Computed, not measured: C4H7NOS in the gas phase at a distorted geometry, with ωB97M-V/def2-TZVPD.

Structure (XYZ):
```
14
Properties=species:S:1:pos:R:3
C 1.94 -0.88 -0.76
O 0.90 1.35 0.00
H -2.58 -1.58 -0.02
H -0.99 1.94 -0.01
H 1.05 -1.20 -1.22
C 1.95 0.41 -0.01
H 2.86 -1.11 -1.29
H 2.86 -1.13 1.30
C -0.40 1.03 0.01
H 1.04 -1.20 1.24
N -0.85 -0.16 0.00
C 1.94 -0.88 0.75
H 2.86 0.97 0.01
S -2.56 -0.28 0.00
```

As for the SMILES: S/N=C/OC1CC1. The total energy comes out at -18632.203 eV. The largest force on an atom is 0.0218 hartree/bohr.

***

(3)
Computed, not measured: 2 unconnected molecules or ions with the total composition CHNO3S at a distorted geometry, with ωB97M-V/def2-TZVPD.

Structure (XYZ):
```
7
Properties=species:S:1:pos:R:3
N 5.21 -1.14 -0.07
H -3.44 1.22 0.98
S -5.96 0.05 0.24
O 5.71 -0.52 0.98
O -3.26 0.62 -0.96
O 5.65 -0.93 -1.24
C -3.92 0.70 0.06
```

The total energy comes out at -19518.024 eV. The largest force on an atom is 0.0742 hartree/bohr. Its total charge is -2.

***

(4)
Computed, not measured: 2 unconnected molecules or ions with the total composition C2H5FS2 at a distorted geometry, with ωB97M-V/def2-TZVPD.

Structure (XYZ):
```
10
Properties=species:S:1:pos:R:3
F 2.72 1.20 -1.56
C -0.30 -0.20 -0.32
H -1.49 0.69 1.19
H -1.74 -1.03 0.98
H -0.17 0.29 -1.27
H 3.28 1.92 -1.35
C -1.56 -0.10 0.44
H -2.40 0.12 -0.22
S 1.02 -1.05 0.19
S 0.65 -1.84 1.93
```

The total energy comes out at -26542.184 eV. The largest force on an atom is 0.0290 hartree/bohr.

***

(5)
Computed, not measured: a gas-phase ion, C3HO5 (charge -1) at a distorted geometry, with ωB97M-V/def2-TZVPD.

Structure (XYZ):
```
9
Properties=species:S:1:pos:R:3
O 3.77 0.62 -0.31
C 2.77 0.04 0.41
O 0.78 2.26 0.25
H -0.75 -0.21 0.24
O 3.72 -0.78 -0.05
C 1.20 -0.15 0.21
O 0.49 -1.21 0.41
O -0.88 0.81 0.09
C 0.42 1.13 0.22
```

As for the SMILES: O=C(O)C([O-])=C1OO1. The total energy comes out at -13360.856 eV. The largest force on an atom is 0.1156 hartree/bohr. Its total charge is -1.

***

(6)
Computed, not measured: C5H3NO in the gas phase at a distorted geometry, with ωB97M-V/def2-TZVPD.

Structure (XYZ):
```
10
Properties=species:S:1:pos:R:3
H 2.79 -1.32 -0.08
C 1.85 -0.84 -0.06
N 0.59 -1.26 0.06
C -0.16 0.00 0.21
H 0.57 2.15 -0.04
C -2.79 -0.21 -0.14
H -3.91 0.02 0.07
C -1.62 -0.08 0.03
O 1.99 0.49 -0.07
C 0.69 1.04 0.04
```

As for the SMILES: C#Cc1cocn1. The total energy comes out at -8767.778 eV. The largest force on an atom is 0.0810 hartree/bohr.

***

(7)
Computed, not measured: 2 unconnected molecules or ions with the total composition C22H25BF2N at a distorted geometry, with ωB97M-V/def2-TZVPD.

Structure (XYZ):
```
51
Properties=species:S:1:pos:R:3
H -1.52 -4.49 1.55
C 2.77 -5.08 0.55
C 0.63 -4.29 1.37
N 0.73 -3.13 0.66
C -0.64 0.55 -0.64
H 4.61 3.57 0.88
C 3.08 2.80 -0.40
B -0.35 -1.96 0.72
C -4.46 2.63 -0.34
H 3.72 1.60 -2.03
C 4.33 3.53 -0.16
H 1.52 0.54 -2.44
C 2.88 1.84 -1.38
H 5.12 3.02 -0.71
F -3.34 4.68 -0.87
H 1.05 -1.65 -1.63
C -3.29 3.34 -0.57
C -5.71 3.45 -0.28
H -1.14 3.36 -0.69
H -0.57 -5.45 2.73
H -1.42 -2.34 0.18
H 3.56 -5.82 0.54
F 2.05 4.06 1.37
C -0.61 -4.49 2.20
H -0.70 -3.67 2.97
C -4.37 1.27 -0.14
H -5.68 4.23 0.50
C 1.97 -1.79 -0.98
H 3.67 -3.72 -0.84
C 2.84 -3.95 -0.20
H -3.08 -0.47 -0.24
H 2.07 -0.90 -0.32
H 1.48 -6.14 1.98
H -0.44 -0.48 0.09
H -0.75 -0.13 -1.53
H -0.05 2.57 1.01
H 4.24 4.57 -0.53
C 1.63 -5.24 1.34
C 0.77 2.33 0.34
H 2.88 -1.88 -1.62
H -6.58 2.84 -0.08
H -5.26 0.70 0.07
C 1.64 1.20 -1.54
C -1.92 1.31 -0.41
H -5.90 4.00 -1.21
C -3.13 0.60 -0.26
C -2.04 2.71 -0.54
H -0.63 -1.70 1.86
C 0.62 1.34 -0.62
C 1.92 3.08 0.41
C 1.82 -3.00 -0.14
```

The total energy comes out at -30813.437 eV. The largest force on an atom is 0.0707 hartree/bohr. Its total charge is +1.

***

(8)
Computed, not measured: C21H25N2O5P in the gas phase at a distorted geometry, with ωB97M-V/def2-TZVPD.

Structure (XYZ):
```
54
Properties=species:S:1:pos:R:3
H 3.91 -3.09 -1.40
C 3.60 0.08 -0.22
O 0.37 1.77 0.60
H -3.72 -1.42 -3.33
C 4.42 2.67 0.53
C 5.36 1.76 0.11
C -0.41 -3.12 2.66
O -2.86 -1.63 1.48
H 6.29 -2.44 -1.45
C 3.25 -1.21 -0.65
H 2.21 -1.49 -0.63
O -3.62 3.23 -0.88
C -2.31 3.70 -0.70
P -1.82 -1.54 0.44
C 3.08 2.31 0.60
H 6.96 -0.18 -0.75
H -5.16 -2.28 -2.76
C -3.26 1.51 0.80
H 0.97 -2.76 1.04
H -4.77 1.58 -0.76
H -1.37 -3.59 2.82
C -1.81 3.42 0.73
H -3.90 2.03 1.52
C 2.65 1.04 0.24
C 4.97 0.46 -0.27
H -0.79 3.75 0.85
H -2.34 4.77 -0.90
C -3.53 -2.27 -1.37
C 5.93 -0.48 -0.72
N -1.91 1.99 1.00
H 2.35 3.03 0.94
C 4.20 -2.10 -1.08
H -1.63 3.21 -1.42
C -4.35 -1.62 -2.47
C -0.85 1.21 0.68
H 0.33 -3.56 3.33
H -4.77 -0.68 -2.12
H -0.51 -2.06 2.88
N 0.63 -0.40 0.29
O -2.43 -1.43 -1.04
O -0.92 -2.85 0.27
H 4.72 3.66 0.82
H -4.13 -2.43 -0.47
H -3.11 1.28 -1.34
H 0.18 -4.36 0.99
C -0.70 -0.15 0.48
H -3.30 0.44 0.99
C -3.72 1.84 -0.62
C 1.24 0.74 0.36
C 5.55 -1.73 -1.11
H -3.14 -3.24 -1.71
H 6.40 2.03 0.07
C 0.04 -3.30 1.22
H -2.46 3.94 1.45
```

As for the SMILES: CCOP(=O)(OCC)c1nc(-c2cccc3ccccc23)oc1N1CCOCC1. The total energy comes out at -44691.452 eV. The largest force on an atom is 0.0256 hartree/bohr.

***

Asked for highest occupied orbital energy across the records above, the calculation gives -10.6; -8.5; -1.4; -8.3; -3.1; -9.5; -11.6; -7.5 eV in order.